[1]
Here is the molecule C4H9NO3S2 at a distorted geometry from OMol25. Energies are from ωB97M-V/def2-TZVPD.

Computed properties:
energy above the lowest of the compared OMol25 structures with the same formula, charge and spin	0.865	eV
2S+1	1
SMILES string	CN[C@H](C(C)=S)S(=O)(=O)O
LUMO energy	-1.08	eV
frontier orbital gap	8.30	eV
charge	0

Each line ends with the Löwdin charge.
Cartesian coordinates (Å):
C (1.903, -1.583, -0.434)  -0.083
N (1.084, -0.614, 0.348)  -0.093
C (0.073, -0.010, -0.391)  -0.462
C (-0.381, 1.364, -0.020)  -0.691
C (0.066, 2.184, 1.206)  -0.103
S (-1.476, 2.158, -0.911)  0.858
S (-1.386, -1.036, -0.097)  0.572
O (-1.983, -0.613, 1.124)  -0.260
O (-0.999, -2.378, -0.138)  -0.227
O (-2.302, -0.550, -1.322)  -0.228
H (2.735, -1.915, 0.156)  0.069
H (1.398, -2.355, -0.997)  0.068
H (2.433, -0.935, -1.255)  0.117
H (0.622, -1.047, 1.124)  0.101
H (0.154, -0.090, -1.517)  0.162
H (0.773, 1.602, 1.856)  0.088
H (0.583, 3.087, 0.946)  0.071
H (-0.938, 2.277, 1.665)  0.085
H (-2.361, 0.455, -1.341)  -0.045

---

[2]
Here is the molecule CN2O at a distorted geometry from OMol25. Energies are from ωB97M-V/def2-TZVPD.

Computed properties:
<S²>	2.048
2S+1	3
LUMO energy (spin up / spin down)	0.87 / -2.73	eV
frontier orbital gap (spin up / spin down)	11.64 / 9.20	eV
charge	0

Each line ends with the Löwdin charge.
Cartesian coordinates (Å):
C (-0.510, -0.168, -0.187)  -0.367
N (-1.633, -0.100, 0.237)  0.231
N (0.584, 0.026, -0.424)  0.033
O (1.609, 0.308, 0.309)  0.103

---

[3]
Here is an isolated ion of composition C5H9O3 and charge -1 at a distorted geometry from OMol25. Energies are from ωB97M-V/def2-TZVPD.

Computed properties:
energy above the lowest of the compared OMol25 structures with the same formula, charge and spin	2.224	eV
2S+1	1
SMILES string	O=C([O-])CCCCO
LUMO energy	3.58	eV
frontier orbital gap	7.33	eV
charge	-1

Each line ends with the Löwdin charge.
Cartesian coordinates (Å):
O (-0.396, 0.306, 3.529)  -0.040
C (0.227, 0.488, 2.512)  -0.780
O (0.584, 1.555, 2.054)  -0.077
C (0.877, -0.619, 1.435)  -0.161
C (-0.025, -0.694, 0.241)  -0.253
C (0.255, 0.474, -0.785)  -0.156
C (-0.932, 0.546, -1.846)  -0.326
O (-0.711, -0.418, -2.777)  -0.035
H (1.846, -0.279, 1.147)  0.073
H (1.059, -1.644, 1.834)  0.086
H (0.036, -1.762, -0.111)  0.106
H (-1.085, -0.398, 0.510)  0.118
H (1.000, 0.076, -1.582)  0.124
H (0.387, 1.344, -0.125)  0.097
H (-1.912, 0.498, -1.262)  0.113
H (-0.994, 1.604, -2.286)  0.119
H (-0.216, -1.076, -2.490)  -0.009

---

[4]
Here is a 2-piece molecular cluster, C6H12O overall at a distorted geometry from OMol25. Energies are from ωB97M-V/def2-TZVPD.

Computed properties:
energy above the lowest of the compared OMol25 structures with the same formula, charge and spin	3.184	eV
2S+1	1
SMILES string	C=C/C=C/CC.O
LUMO energy	0.83	eV
frontier orbital gap	9.55	eV
charge	0

Each line ends with the Löwdin charge.
Cartesian coordinates (Å):
C (1.548, 2.174, 1.617)  -0.023
C (1.923, 1.063, 1.128)  -0.153
C (0.994, -0.079, 0.644)  -0.077
C (-0.304, -0.054, 0.864)  -0.152
C (-1.225, -1.255, 0.652)  -0.239
C (-2.179, -0.915, -0.640)  -0.107
H (2.082, 3.082, 1.949)  0.071
H (0.538, 2.484, 1.666)  0.038
H (2.885, 0.833, 0.921)  0.055
H (1.457, -0.734, 0.019)  0.064
H (-0.844, 0.781, 1.389)  0.123
H (-0.671, -2.215, 0.606)  0.101
H (-1.754, -1.411, 1.574)  0.079
H (-2.330, 0.219, -0.683)  0.072
H (-3.151, -1.633, -0.674)  0.095
H (-1.622, -1.164, -1.662)  0.067
O (1.065, -0.241, -2.898)  -0.032
H (1.163, -0.052, -3.816)  0.023
H (0.425, -0.883, -2.656)  -0.005

---

[5]
Here is the molecule C3H3N3 at a distorted geometry from OMol25. Energies are from ωB97M-V/def2-TZVPD.

Computed properties:
energy above the lowest of the compared OMol25 structures with the same formula, charge and spin	1.008	eV
2S+1	1
SMILES string	N#CC(N)C#N
LUMO energy	0.36	eV
frontier orbital gap	11.35	eV
charge	0

Each line ends with the Löwdin charge.
Cartesian coordinates (Å):
N (2.517, -0.442, -0.428)  0.169
C (1.476, -0.119, -0.046)  -0.179
C (0.070, 0.085, 0.364)  -0.380
N (-0.629, -1.072, -0.128)  0.056
C (-0.423, 1.420, -0.084)  -0.163
N (-0.823, 2.454, -0.414)  0.160
H (0.028, 0.101, 1.460)  0.155
H (-1.428, -1.365, 0.401)  0.085
H (-0.788, -1.062, -1.125)  0.098

---

[6]
Here is a 2-piece molecular cluster, C3H4O2S overall at a distorted geometry from OMol25. Energies are from ωB97M-V/def2-TZVPD.

Computed properties:
energy above the lowest of the compared OMol25 structures with the same formula, charge and spin	2.691	eV
2S+1	1
LUMO energy	-0.23	eV
frontier orbital gap	9.04	eV
charge	0

Each line ends with the Löwdin charge.
Cartesian coordinates (Å):
C (2.056, 0.853, -0.022)  -0.286
C (-2.378, -0.923, -0.908)  -0.304
C (2.512, 0.153, 0.962)  0.002
O (1.650, 1.461, -0.923)  0.168
O (-1.913, 1.236, 0.376)  -0.573
S (-2.708, 0.013, 0.383)  0.856
H (-1.677, -0.666, -1.679)  0.025
H (-2.926, -1.841, -0.977)  0.000
H (1.945, -0.673, 1.345)  0.057
H (3.438, 0.387, 1.443)  0.055

---

[7]
Here is a 10-piece molecular cluster, H19O10 overall at a distorted geometry from OMol25. Energies are from ωB97M-V/def2-TZVPD.

Computed properties:
energy above the lowest of the compared OMol25 structures with the same formula, charge and spin	1.557	eV
2S+1	1
LUMO energy	2.52	eV
frontier orbital gap	9.10	eV
charge	-1

Each line ends with the Löwdin charge.
Cartesian coordinates (Å):
O (-0.674, 0.132, 0.065)  -0.401
H (0.138, -0.352, 0.017)  -0.053
O (1.208, 2.028, 0.114)  -0.072
H (0.562, 1.272, 0.114)  -0.024
H (1.857, 1.761, -0.509)  -0.041
O (-0.048, -1.331, 2.170)  -0.093
H (-0.150, -0.632, 1.494)  -0.033
H (0.887, -1.333, 2.469)  0.045
O (0.048, 0.845, -2.446)  -0.054
H (-0.148, 0.527, -1.525)  -0.014
H (0.894, 0.556, -2.675)  -0.035
O (-2.874, 1.039, -1.057)  -0.063
H (-2.132, 0.566, -0.692)  -0.048
H (-2.788, 1.912, -0.683)  0.023
O (-0.580, -2.162, -1.367)  -0.046
H (-0.762, -1.284, -0.996)  -0.020
H (-1.242, -2.704, -1.008)  0.004
O (-1.074, 1.800, 2.180)  -0.066
H (-0.851, 1.367, 2.992)  0.010
H (-0.941, 1.295, 1.367)  -0.028
O (-2.864, -1.130, 1.603)  -0.063
H (-2.795, -0.636, 2.381)  -0.015
H (-1.954, -1.150, 1.198)  0.012
O (2.211, -1.058, -0.020)  -0.003
H (2.859, -0.727, 0.563)  0.047
H (2.156, -1.981, 0.178)  0.061
O (3.077, 0.795, -1.866)  -0.045
H (2.650, 0.150, -1.341)  -0.042
H (3.337, 0.441, -2.726)  0.058

---

[8]
Here is the molecule C2H3NS3 at a distorted geometry from OMol25. Energies are from ωB97M-V/def2-TZVPD.

Computed properties:
energy above the lowest of the compared OMol25 structures with the same formula, charge and spin	0.000	eV
<S²>	2.013
2S+1	3
LUMO energy (spin up / spin down)	0.69 / -3.23	eV
frontier orbital gap (spin up / spin down)	7.85 / 5.33	eV
charge	0

Each line ends with the Löwdin charge.
Cartesian coordinates (Å):
C (0.606, -0.352, 0.176)  -0.949
C (-0.654, 0.007, -0.405)  -1.244
N (0.907, 0.216, 1.345)  0.086
S (1.548, -1.400, -0.703)  0.810
S (-1.687, 0.975, 0.416)  0.653
S (-0.936, -0.668, -1.995)  0.741
H (0.330, 0.890, 1.664)  -0.008
H (1.732, 0.210, 1.847)  0.088
H (-1.846, 0.121, -2.344)  -0.176